17
Properties=species:S:1:pos:R:3 method="wB97M-V/def2-TZVPD" energy_ev=-10450.133 e_above_lowest_kj_mol=104.5 charge=-1 orbital_gap_ev="7.24 / 5.10" spin_multiplicity=2 e_lumo_ev="3.463 / 1.323"
H 1.228 1.597 -0.165
H 0.510 -0.728 -0.349
C 0.640 1.186 0.664
H -1.616 1.131 -1.334
C -0.743 0.444 -1.395
H 1.839 -0.135 1.956
C -0.168 0.060 0.020
H 0.054 2.048 1.054
H -0.893 -0.431 0.664
H 2.302 1.616 1.915
O 0.855 1.193 3.110
H 0.108 1.127 -1.692
H -1.091 -1.639 -1.785
H -0.928 -2.842 -0.666
C 1.467 0.907 1.915
O -0.863 -0.567 -2.284
O -1.113 -2.858 -1.604